Record 1
C28H47BrFeNO3P3 | the ωB97M-V functional and the def2-TZVPD basis

Results
DFT total energy ... -6236.728916 Ha
Frontier orbital gap (alpha / beta) ... 7.636 / 6.170 eV
Molecular weight ... 674.4 g mol⁻¹
Largest force on an atom ... 0.0804 Eh/bohr
E_HOMO (alpha / beta) ... -13.721 / -13.723 eV

The geometry in ORCA input format:
```
! RIJCOSX wB97M-V def2-TZVPD def2/J DEFGRID3
* xyz 2 5
C 2.85 -2.85 -4.22
C 3.24 -1.70 -3.51
C 3.56 -0.54 -4.25
C 3.59 -0.63 -5.64
N 3.33 -1.76 -6.27
C 2.92 -2.83 -5.61
C 3.27 -1.68 -2.08
C 3.23 -1.63 -0.85
C 2.97 -1.48 0.55
C 1.61 -1.55 0.83
C 1.17 -1.08 2.07
C 2.07 -0.38 2.90
C 3.44 -0.60 2.74
C 3.91 -1.19 1.56
Fe -0.43 0.11 2.10
P -1.00 -0.28 -0.67
H 3.84 0.39 -3.75
H 2.56 -3.76 -3.69
H 3.93 0.22 -6.23
H 2.71 -3.73 -6.18
H 4.99 -1.35 1.39
H 0.91 -1.89 0.06
H 4.11 -0.31 3.54
H 0.17 -1.40 2.63
C -2.74 0.29 -0.88
C -3.27 0.74 -2.24
H -2.86 1.12 -0.16
H -3.36 -0.53 -0.48
H -4.33 1.04 -2.13
H -2.73 1.61 -2.63
H -3.26 -0.07 -2.98
C 0.12 0.75 -1.75
C 0.11 0.56 -3.28
H 1.13 0.51 -1.38
H -0.07 1.81 -1.51
H 0.70 1.37 -3.75
H 0.59 -0.38 -3.58
H -0.89 0.61 -3.72
C -0.86 -1.91 -1.59
C -1.83 -2.28 -2.72
H -0.96 -2.67 -0.79
H 0.17 -1.97 -1.99
H -1.62 -3.32 -3.04
H -2.87 -2.25 -2.40
H -1.70 -1.66 -3.62
Br 1.21 0.73 4.29
P -0.13 2.59 1.45
C -0.89 3.65 0.15
C -1.27 5.07 0.57
H -1.78 3.10 -0.21
H -0.17 3.68 -0.69
H -1.66 5.60 -0.31
H -2.04 5.07 1.34
H -0.40 5.66 0.91
C -0.77 3.10 3.10
C 0.25 3.81 3.98
H -1.09 2.16 3.59
H -1.67 3.70 2.95
H -0.20 3.99 4.97
H 1.14 3.18 4.16
H 0.57 4.78 3.58
C 1.67 2.86 1.41
C 2.11 4.31 1.23
H 2.05 2.22 0.59
H 2.06 2.41 2.34
H 3.20 4.35 1.24
H 1.78 4.72 0.27
H 1.77 4.96 2.04
C 0.01 -4.00 2.70
O -1.00 -3.08 3.15
P -1.77 -1.91 2.30
O -2.37 -2.79 1.03
C -3.11 -4.03 1.21
O -3.03 -1.74 3.28
C -4.21 -1.07 2.82
H 0.97 -3.76 3.16
H 0.13 -4.04 1.61
H -0.30 -4.99 3.07
H -3.55 -4.27 0.24
H -2.47 -4.86 1.51
H -3.93 -3.93 1.93
H -4.64 -1.53 1.93
H -4.91 -1.17 3.66
H -4.02 -0.01 2.60
*
```

***

Record 2
C30H61FN6O12P | the ωB97M-V functional and the def2-TZVPD basis

Results
DFT total energy ... -2851.992366 Ha
Frontier orbital gap ... 5.189 eV
Molecular weight ... 747.8 g mol⁻¹
Largest force on an atom ... 0.0172 Eh/bohr
E_HOMO ... -9.778 eV

The geometry in ORCA input format:
```
! RIJCOSX wB97M-V def2-TZVPD def2/J DEFGRID3
* xyz 1 1
C 7.35 -1.69 -0.01
C 8.74 -1.42 -0.64
C 8.63 -0.85 -2.03
O 8.02 0.43 -1.95
C 7.55 0.97 -3.16
C 6.05 1.09 -3.05
C 5.27 -0.04 -3.15
C 3.90 0.07 -3.01
C 3.02 -1.14 -3.11
O 3.03 -1.88 -4.04
O 2.14 -1.29 -2.03
C 2.80 -1.35 -0.84
O 3.87 -1.85 -0.69
N 2.03 -0.80 0.21
C 1.79 0.58 0.13
O 1.01 1.13 -0.56
F 2.60 1.25 0.98
C 3.32 1.32 -2.78
C 4.14 2.41 -2.68
N 5.47 2.28 -2.80
P 6.54 3.79 -2.61
N 6.74 3.51 -0.95
O 5.35 4.87 -2.59
H 7.37 -2.62 0.56
H 7.07 -0.90 0.68
H 6.57 -1.79 -0.77
H 9.27 -0.71 -0.01
H 9.29 -2.36 -0.69
H 9.62 -0.77 -2.50
H 8.03 -1.53 -2.65
H 7.79 0.32 -4.01
H 8.02 1.94 -3.33
H 5.72 -1.00 -3.34
H 2.53 -1.02 1.07
H 2.25 1.43 -2.68
H 3.74 3.39 -2.49
H 7.41 4.16 -0.55
H 7.09 2.57 -0.77
H 5.24 5.31 -1.73
C -3.13 -7.15 -2.97
O -3.23 -6.02 -2.13
C -2.16 -5.84 -1.21
C -1.24 -4.71 -1.62
N -0.46 -5.03 -2.80
C 0.23 -3.91 -3.43
C -0.58 -2.69 -3.88
O -1.42 -2.90 -4.98
C -2.65 -3.55 -4.71
H -4.11 -7.32 -3.40
H -2.41 -7.00 -3.79
H -2.83 -8.04 -2.41
H -1.60 -6.77 -1.08
H -2.61 -5.58 -0.25
H -0.56 -4.50 -0.79
H -1.87 -3.82 -1.76
H -1.05 -5.48 -3.48
H 0.71 -4.31 -4.33
H 1.03 -3.57 -2.77
H 0.15 -1.94 -4.21
H -1.13 -2.23 -3.05
H -3.06 -3.25 -3.74
H -2.54 -4.64 -4.73
H -3.35 -3.27 -5.49
C -1.82 2.52 -1.37
O -2.57 3.69 -1.56
C -3.96 3.58 -1.25
C -4.30 4.26 0.06
N -3.75 3.54 1.20
C -3.75 4.27 2.47
C -3.07 5.63 2.53
O -1.65 5.60 2.46
C -1.11 5.43 1.17
H -0.87 2.66 -1.88
H -1.60 2.33 -0.31
H -2.32 1.64 -1.79
H -4.26 2.53 -1.24
H -4.50 4.08 -2.05
H -5.39 4.30 0.16
H -3.94 5.29 -0.01
H -2.80 3.26 0.99
H -3.26 3.63 3.20
H -4.79 4.39 2.80
H -3.29 6.05 3.51
H -3.46 6.34 1.79
H -1.69 5.96 0.41
H -1.03 4.38 0.89
H -0.10 5.85 1.18
C -3.11 0.40 2.79
O -4.17 1.09 3.39
C -5.43 0.42 3.31
C -5.85 -0.19 4.63
N -5.03 -1.34 4.98
C -5.15 -1.81 6.35
C -4.91 -0.85 7.51
O -3.57 -0.46 7.70
C -3.09 0.54 6.82
H -2.29 1.11 2.65
H -2.73 -0.42 3.41
H -3.38 0.00 1.81
H -5.42 -0.32 2.51
H -6.17 1.19 3.04
H -6.89 -0.51 4.54
H -5.81 0.61 5.38
H -4.05 -1.12 4.80
H -4.45 -2.64 6.47
H -6.16 -2.24 6.47
H -5.19 -1.38 8.42
H -5.56 0.04 7.46
H -3.86 1.28 6.59
H -2.72 0.11 5.88
H -2.26 1.03 7.31
*
```